Below is C33H66AsF6O33Rb as an isolated structure at a distorted geometry, with properties calculated with the ωB97M-V functional and the def2-TZVPD basis.

Properties
- electronic energy (eV) = -180662.841
- LUMO energy (eV) = -0.140
- ΔE to the lowest compared entry with this formula, charge and spin (kcal/mol) = 0.93
- HOMO-LUMO gap (eV) = 10.08

Cartesian coordinates (Å):
Rb -0.94750 3.69633 -0.00801
As -0.43585 0.01343 0.30359
F 0.77527 0.21766 1.54678
F -1.61871 1.00500 1.12243
F -1.52594 -0.11265 -1.05163
F 0.73489 -0.90099 -0.65534
F -1.06431 -1.45936 0.98991
F 0.27125 1.50306 -0.42444
C 1.08055 2.96178 -6.16035
O 0.53907 3.48446 -4.96556
C -0.39404 2.88177 -4.25877
O -0.72814 3.27418 -3.17184
O -0.89220 1.79926 -4.85561
C -1.58144 0.89038 -4.01861
H 1.62487 3.74230 -6.67980
H 0.32973 2.38198 -6.70118
H 1.82714 2.18210 -5.95549
H -2.11915 0.08340 -4.51057
H -2.34152 1.42496 -3.44152
H -0.93799 0.43123 -3.26969
C 7.02539 0.24344 1.71041
O 5.71847 0.00295 1.19279
C 5.54115 -1.08066 0.44384
O 6.43699 -1.68495 -0.11470
O 4.24919 -1.35672 0.38432
C 3.81418 -2.46718 -0.43120
H 7.67571 -0.62529 1.74725
H 6.85512 0.51584 2.75406
H 7.48731 1.07817 1.18466
H 3.12562 -2.11625 -1.19028
H 3.26759 -3.08864 0.27927
H 4.69724 -3.00163 -0.77048
C 0.17134 -3.40538 -2.71608
O 0.04624 -2.30098 -3.60731
C 0.35677 -2.49266 -4.87791
O 0.52472 -3.56642 -5.38685
O 0.52055 -1.30502 -5.43385
C 0.84555 -1.24486 -6.82292
H 0.04180 -3.07661 -1.69080
H 1.15514 -3.83886 -2.90082
H -0.54954 -4.20241 -2.90728
H -0.00935 -1.69695 -7.33085
H 1.71014 -1.88439 -7.01282
H 1.06382 -0.22980 -7.12991
C -4.60703 5.13587 -2.89926
O -5.19925 3.90128 -2.46180
C -4.36848 3.12083 -1.75846
O -3.27133 3.44976 -1.38761
O -5.06656 2.04992 -1.43228
C -4.51761 1.03246 -0.60908
H -3.77203 4.87228 -3.55246
H -4.15714 5.69508 -2.08194
H -5.34308 5.68662 -3.47116
H -3.42798 0.98286 -0.55047
H -4.92697 0.09212 -0.96492
H -4.77781 1.24697 0.43177
C -0.34339 -3.67842 2.97538
O -0.19231 -4.85122 3.73194
C 0.23897 -4.70853 4.97670
O 0.84139 -3.76081 5.40828
O -0.07716 -5.80744 5.66535
C 0.56688 -5.95972 6.93735
H -0.58121 -3.93678 1.94545
H 0.52646 -3.01955 2.93042
H -1.16015 -3.04145 3.32670
H 1.63864 -6.06867 6.78894
H 0.17791 -6.88291 7.35813
H 0.28283 -5.12352 7.57124
C 3.70441 2.81683 -0.04919
O 3.77192 3.57529 -1.27923
C 2.84625 4.49864 -1.47721
O 1.87363 4.73592 -0.81379
O 3.19373 5.13850 -2.59564
C 2.23510 5.88699 -3.32420
H 4.48605 2.06990 -0.11249
H 2.70377 2.37958 -0.08082
H 3.81428 3.43249 0.84192
H 1.21592 5.85377 -2.94177
H 2.31793 5.55621 -4.35456
H 2.49093 6.94860 -3.27965
C -3.22908 6.22795 1.69250
O -3.97064 5.41247 2.57392
C -3.71424 4.12448 2.68192
O -2.85071 3.54726 2.05389
O -4.56243 3.59510 3.53044
C -4.52257 2.17317 3.69499
H -3.53571 7.26287 1.82742
H -3.32761 5.95057 0.64505
H -2.19425 6.23207 2.04810
H -4.37159 1.70380 2.72562
H -5.41376 1.76681 4.16268
H -3.68616 1.95108 4.35750
C -3.10312 -2.61233 -1.56666
O -4.50645 -2.76845 -1.38300
C -4.88222 -3.65448 -0.48026
O -4.13574 -4.25403 0.24632
O -6.19474 -3.82889 -0.58862
C -6.80643 -4.84753 0.19875
H -2.55871 -3.52095 -1.80585
H -2.61061 -2.13800 -0.72051
H -2.99317 -1.85030 -2.33563
H -6.23507 -5.77161 0.24678
H -7.78519 -5.03501 -0.23269
H -6.94476 -4.43341 1.19851
C 2.59743 0.63226 -2.71682
O 4.01630 0.72124 -2.87969
C 4.52681 1.33382 -3.91707
O 3.90806 1.81379 -4.83333
O 5.85000 1.26558 -3.82557
C 6.66196 1.64540 -4.92204
H 2.15271 -0.09677 -3.38971
H 2.24712 1.63782 -2.97721
H 2.38278 0.51872 -1.66162
H 7.58329 1.09913 -4.71445
H 6.90574 2.70778 -4.93452
H 6.22506 1.30161 -5.85913
C 2.61291 -0.61672 4.02438
O 3.14686 -0.08237 5.22749
C 4.45972 -0.13289 5.35888
O 5.26753 -0.25308 4.48631
O 4.70694 -0.01954 6.69278
C 6.05440 -0.06084 7.07912
H 3.04053 -0.10928 3.16070
H 1.54114 -0.43340 3.96435
H 2.69024 -1.70437 4.00233
H 6.23845 -0.77671 7.88348
H 6.34336 0.90374 7.51008
H 6.74765 -0.28881 6.26939
C -4.09588 -4.87668 4.19276
O -3.98117 -3.55191 3.66675
C -4.30653 -2.56454 4.49682
O -4.47464 -2.63510 5.67166
O -4.38064 -1.40372 3.84840
C -4.44570 -1.41568 2.41224
H -4.95698 -4.91573 4.85906
H -3.23331 -5.05134 4.84336
H -4.06384 -5.61528 3.40118
H -3.48666 -1.61850 1.93232
H -4.71016 -0.39463 2.15812
H -5.14123 -2.19039 2.09960

Below is one molecule with the formula C15H15N7O4 at a distorted geometry, with properties calculated with the ωB97M-V functional and the def2-TZVPD basis.

Properties
- electronic energy (eV) = -34411.223
- LUMO energy (eV) = 0.001
- ΔE to the lowest compared entry with this formula, charge and spin (kcal/mol) = 99.65
- HOMO-LUMO gap (eV) = 7.47

Cartesian coordinates (Å):
C 4.02657 2.55415 1.68867
C 4.14151 1.50022 0.77745
C 3.11966 0.55833 0.64259
C 1.96195 0.64966 1.42166
C 0.84531 -0.36093 1.24950
N 0.97163 -1.60026 2.03712
C 0.22218 -2.67725 1.70410
N 0.33649 -3.91292 2.20880
C -0.57015 -4.84062 1.57495
C -1.35205 -3.96161 0.61398
N -0.73973 -2.66024 0.77789
C 1.78684 1.78903 2.21799
C 2.82673 2.70649 2.38776
H 4.85580 3.25599 1.84580
H 5.03980 1.42197 0.15321
H 3.20009 -0.23003 -0.11288
H -0.12493 0.12888 1.46671
H 0.86571 -0.68373 0.19768
H 1.06566 -4.18666 2.87020
H -0.02415 -5.62632 1.04776
H -1.20952 -5.30732 2.32392
H -1.25563 -4.31998 -0.41333
H -2.41372 -3.94660 0.87074
H -1.05402 -1.81405 0.31402
H 0.83272 1.95549 2.72664
H 2.69948 3.53891 3.08913
O -0.86075 -1.07018 4.11900
N -0.00921 -0.18601 4.42409
C 1.37832 -0.41353 4.15919
C 1.69390 -1.60401 3.28152
C 3.14455 -1.58529 3.07383
N 3.82210 -2.34554 2.16308
O 3.54218 -3.34546 1.51584
O 5.10526 -1.74722 2.01210
N 5.20382 -0.59676 2.81222
C 4.00170 -0.54667 3.50274
N 3.63835 0.41511 4.34745
C 2.35792 0.39455 4.74312
O -0.34643 0.90335 4.95354
H 1.46544 -2.50774 3.88600
H 2.06955 1.12429 5.51235

Below is one molecule with the formula C2H5N3OS at a distorted geometry, with properties calculated with the ωB97M-V functional and the def2-TZVPD basis.

Properties
- electronic energy (eV) = -19507.605
- LUMO energy (eV) = 0.276
- ΔE to the lowest compared entry with this formula, charge and spin (kcal/mol) = 31.02
- HOMO-LUMO gap (eV) = 10.13

Cartesian coordinates (Å):
H -1.74449 2.41082 -0.12788
N -0.73333 2.27504 -0.22961
C -0.38460 1.11518 0.11628
N -1.16530 0.08564 0.65924
S -1.31019 -1.39210 -0.31428
N 0.88660 0.67649 -0.18724
C 1.66211 -0.37698 0.22421
O 2.80446 -0.53660 -0.04337
H -2.06087 0.35343 0.99045
H -0.75826 -2.19369 0.59190
H 1.36056 1.35538 -0.77458
H 1.14960 -1.04882 0.95592

Below is a 2-piece molecular cluster, C3H8IN2O overall at a distorted geometry, with properties calculated with the ωB97M-V functional and the def2-TZVPD basis.

Properties
- net charge = +1
- electronic energy (eV) = -16355.454
- LUMO energy (spin up / spin down) (eV) = -7.091 / -5.433
- ΔE to the lowest compared entry with this formula, charge and spin (kcal/mol) = 155.24
- HOMO-LUMO gap (spin up / spin down) (eV) = 6.34 / 8.28

Cartesian coordinates (Å):
C 0.69331 0.84004 1.37803
C -0.39582 0.68123 -1.69793
C -0.81624 -0.13086 -0.57347
N -0.62278 -2.22604 0.52254
N -0.08180 -1.26339 -0.26384
O 1.11197 -1.34858 -0.59685
I -2.81571 0.01779 0.05370
H 1.41375 0.89894 0.69910
H 0.86604 0.11284 2.30513
H -0.16867 1.61388 1.44892
H -0.02766 1.59654 -1.36916
H -1.03765 0.76931 -2.57913
H 0.38684 -0.05066 -2.02763
H -1.60711 -2.35785 0.48240
H 0.02827 -3.00337 0.68186